6
Properties=species:S:1:pos:R:3:forces:R:3 method="wB97M-V/def2-TZVPD" e_homo_ev="-8.4 / -11.9" homo_lumo_gap_ha="0.31236 / 0.22640" de_lowest_ev=2.880 spin_multiplicity=3
C -1.2180 -0.2927 -0.0041 0.869 -0.563 0.047
N -2.2279 0.2452 -0.0297 -1.486 0.928 -0.074
N 0.9951 0.1245 0.0045 -5.730 -5.950 0.057
O -0.1200 -0.9295 0.0413 0.558 -1.422 0.090
O 2.0578 -0.3319 -0.0286 7.784 -2.109 -0.217
O 0.5131 1.1845 0.0167 -1.995 9.115 0.097